{
  "formula": "C10H35FeO8",
  "method": "ωB97M-V/def2-TZVPD",
  "e_above_lowest_kcal_mol": 0.00,
  "spin_multiplicity": 5,
  "homo_ev": [-12.0397, -12.0395],
  "homo_lumo_gap_ev": [6.86, 6.76],
  "charge": 1,
  "s2": 6.0079,
  "total_energy_ev": -61695.0527,
  "species": ["Fe", "C", "C", "O", "H", "H", "H", "H", "H", "C", "C", "O", "H", "H", "H", "H", "H", "H", "C", "C", "O", "H", "H", "H", "H", "H", "H", "C", "C", "O", "H", "H", "H", "H", "H", "H", "C", "C", "O", "H", "H", "H", "H", "H", "H", "O", "H", "H", "O", "H", "H", "O", "H", "H"],
  "positions_angstrom": [[-0.00968, 2.12066, -2.59729], [-1.16631, 0.46644, 0.52001], [-0.03997, -0.12764, -0.28566], [0.54352, 0.76703, -1.10967], [-1.54697, -0.19195, 1.30085], [-1.93337, 0.67638, -0.22540], [-0.83782, 1.35103, 1.06563], [-0.38739, -0.99554, -0.84614], [0.68218, -0.59497, 0.38382], [3.72721, -0.35492, -1.95496], [4.86885, 0.36115, -2.59713], [4.45741, 1.39800, -3.49513], [4.19590, -1.27590, -1.60822], [2.98823, -0.63837, -2.70439], [3.17616, 0.19029, -1.18867], [5.59941, -0.26530, -3.10893], [5.44861, 0.87929, -1.83326], [4.57986, 2.25587, -3.08201], [-1.60108, -2.43103, 3.40959], [-2.30703, -2.56803, 4.72927], [-3.61929, -3.10241, 4.47495], [-1.13111, -1.44890, 3.46108], [-2.33245, -2.34375, 2.60610], [-0.95352, -3.27392, 3.16811], [-2.41990, -1.65462, 5.31324], [-1.75551, -3.21344, 5.41291], [-3.57652, -4.04744, 4.31163], [-3.43602, -1.29967, -1.89352], [-2.70043, -2.22401, -2.86444], [-2.60003, -1.59182, -4.15018], [-3.08374, -0.28933, -2.10137], [-2.94301, -1.44654, -0.93254], [-4.52396, -1.35256, -1.85267], [-3.25138, -3.16126, -2.94266], [-1.66738, -2.38559, -2.55655], [-3.37286, -1.92107, -4.61488], [1.45456, 2.45652, 3.17251], [1.59409, 3.21213, 1.87926], [2.02694, 2.43347, 0.71160], [0.70054, 3.00282, 3.73917], [2.37474, 2.48290, 3.75619], [0.94461, 1.51161, 2.98491], [2.21685, 4.10033, 1.98590], [0.57602, 3.46479, 1.58293], [1.37407, 1.80616, 0.39246], [0.59902, -4.04190, -0.55491], [0.27029, -3.18071, -0.81284], [-0.16679, -4.49548, -0.20272], [1.15887, 3.64432, -1.75970], [1.45313, 4.47868, -2.12506], [1.83277, 3.41090, -1.12125], [-1.56213, 2.96626, -1.30156], [-1.52896, 3.86336, -0.96938], [-2.38925, 2.61765, -0.96904]]
}

---

{
  "formula": "C3H5NO2",
  "method": "ωB97M-V/def2-TZVPD",
  "e_above_lowest_kcal_mol": 35.84,
  "spin_multiplicity": 1,
  "homo_ev": -10.1918,
  "homo_lumo_gap_ev": 11.00,
  "total_energy_ev": -8776.1405,
  "species": ["N", "C", "O", "C", "C", "O", "H", "H", "H", "H", "H"],
  "positions_angstrom": [[2.10156, 0.92751, 0.83346], [0.96572, 0.69665, 0.35248], [-0.22373, 1.24824, 0.66251], [-1.22187, 0.33824, 0.16318], [-0.41224, -0.92591, -0.06830], [0.79141, -0.34501, -0.52869], [2.57054, 0.13692, 0.38597], [-1.60083, 0.72135, -0.78659], [-2.01800, 0.24174, 0.89920], [-0.20471, -1.45737, 0.87279], [-0.79640, -1.61136, -0.81980]]
}

---

{
  "formula": "C48H39BrCl6EuN2O2P2SbSe4",
  "method": "ωB97M-V/def2-TZVPD",
  "e_above_lowest_kcal_mol": 0.00,
  "spin_multiplicity": 8,
  "homo_ev": [-3.9495, -3.9032],
  "homo_lumo_gap_ev": [4.22, 4.14],
  "charge": -1,
  "s2": 15.8478,
  "total_energy_ev": -508486.2958,
  "species": ["Eu", "O", "C", "C", "C", "C", "C", "C", "C", "O", "N", "N", "C", "C", "Br", "C", "C", "C", "C", "C", "C", "C", "H", "H", "H", "H", "H", "H", "H", "H", "H", "H", "H", "H", "H", "H", "Cl", "C", "C", "C", "C", "C", "C", "P", "C", "C", "C", "C", "C", "C", "C", "C", "C", "C", "C", "C", "H", "H", "H", "H", "H", "H", "H", "H", "H", "H", "H", "H", "H", "H", "Cl", "C", "C", "C", "Cl", "C", "Cl", "C", "Cl", "C", "Cl", "C", "P", "C", "C", "C", "C", "C", "C", "C", "H", "H", "H", "H", "H", "H", "H", "H", "H", "H", "H", "Se", "Sb", "Se", "Se", "Se"],
  "positions_angstrom": [[0.51872, -1.44138, 0.23589], [4.10386, 0.37846, 2.61578], [3.60763, 1.42949, 3.21607], [4.43844, 2.43723, 3.68789], [4.06591, 3.37433, 4.65947], [2.72909, 3.42066, 5.02818], [1.78982, 2.54509, 4.46078], [2.23605, 1.56050, 3.59071], [1.23637, 0.60766, 2.80820], [1.86084, -0.14540, 1.88737], [0.13070, 1.35267, 2.19102], [-0.64356, 0.70942, 1.25701], [-1.54086, 1.59476, 0.80066], [-2.57465, 1.31830, -0.09197], [-2.43517, -0.15422, -1.40496], [-3.62167, 2.21529, -0.41460], [-4.18091, 3.15288, 0.46832], [-4.96773, 4.17523, -0.03909], [-5.43323, 5.23787, 0.83695], [-5.14523, 5.20962, 2.23252], [-4.48114, 4.03469, 2.73559], [-4.03971, 3.01597, 1.90439], [3.18225, -0.01619, 2.19028], [5.54973, 2.35777, 3.44782], [4.74735, 4.16453, 4.95774], [2.40465, 4.22185, 5.67125], [0.70056, 2.74945, 4.60046], [0.78933, -0.03252, 3.55382], [-0.48631, 1.79751, 2.84478], [-1.62831, 2.64122, 1.23366], [-3.98706, 2.29617, -1.42936], [-5.08164, 4.15006, -1.10129], [-5.89856, 6.10921, 0.33638], [-5.48638, 6.00575, 2.86981], [-4.34522, 3.89932, 3.78240], [-3.70929, 2.09751, 2.34674], [3.34556, -0.47197, -0.93393], [3.94005, 0.36148, -2.41765], [5.21896, -0.00690, -2.96193], [5.64479, 0.62841, -4.17619], [4.74832, 1.47055, -4.84771], [3.50037, 1.69108, -4.34504], [3.04117, 1.13745, -3.14898], [1.44189, 1.38767, -2.27726], [0.17039, 1.56090, -3.52455], [0.47300, 0.94446, -4.73605], [-0.32290, 1.16972, -5.83370], [-1.47003, 1.99374, -5.65902], [-1.86501, 2.41323, -4.41297], [-1.05254, 2.19672, -3.30290], [1.66327, 3.09479, -1.80778], [1.92440, 4.07341, -2.72416], [2.19418, 5.34639, -2.24728], [2.10651, 5.67049, -0.89779], [1.87520, 4.66874, 0.03963], [1.78404, 3.34488, -0.39914], [5.82027, -0.67247, -2.39242], [6.65163, 0.40519, -4.66027], [5.08268, 1.96455, -5.70445], [2.87523, 2.29536, -4.95502], [1.24915, 0.17129, -4.78991], [-0.02040, 0.91455, -6.83081], [-1.94972, 2.17421, -6.57633], [-2.80674, 3.03525, -4.31470], [-1.32715, 2.58128, -2.29469], [1.77464, 3.88872, -3.77598], [2.42487, 6.10054, -2.99429], [2.28747, 6.71208, -0.54014], [1.78567, 4.89874, 1.12157], [1.70594, 2.48251, 0.31365], [1.93864, -4.40860, -0.64539], [1.36437, -4.05893, 0.99036], [-0.05075, -3.87714, 1.34482], [-0.32406, -3.15228, 2.55902], [-1.98549, -2.58649, 2.76493], [0.65590, -2.90637, 3.53374], [0.00697, -2.31099, 5.02797], [2.00532, -3.13547, 3.21258], [3.19718, -2.53128, 4.35818], [2.33240, -3.73955, 2.00587], [4.00668, -3.91946, 1.70946], [-3.00562, -3.80582, -0.15591], [-1.56986, -4.72762, 0.64807], [-1.03731, -5.70087, -0.78115], [-2.40084, -5.75323, 1.94632], [-3.71876, -6.16891, 1.94495], [-4.30834, -6.78590, 3.02159], [-3.51745, -7.02282, 4.15995], [-2.21000, -6.77229, 4.15615], [-1.66250, -6.06958, 3.08560], [-3.59464, -3.24402, 0.59234], [-3.63262, -4.55451, -0.72654], [-2.46666, -3.15038, -0.94906], [-0.04375, -6.04190, -0.62033], [-1.04691, -5.04655, -1.68220], [-1.72175, -6.57402, -0.78692], [-4.43648, -5.81589, 1.20725], [-5.37749, -7.10180, 3.10833], [-3.90062, -7.60597, 4.96345], [-1.55708, -7.13215, 4.92705], [-0.63154, -5.83009, 3.09947], [1.88167, -2.08078, -6.43071], [0.04323, -3.20923, -5.30107], [-1.85181, -3.12984, -6.92947], [0.42369, -5.68804, -5.44412], [-0.12348, -2.45907, -2.87705]]
}